This record from the OMol25 dataset describes C6H9F in the gas phase in a non-equilibrium geometry. The level of theory is the ωB97M-V functional and the def2-TZVPD basis.

Summary:
Relative energy (zero: lowest compared OMol25 entry of this formula, charge and spin)   238.6 kJ/mol
SMILES string   C=C[C@@H](F)C(=C)C
DFT total energy   -9082.221 eV
HOMO   -9.172 eV
E_LUMO   1.1 eV
Orbital gap   10.22 eV
Multiplicity   1

Each atom is followed by the atoms it is bonded to, with distances in Å.
Positions of all 16 atoms, in Å:
1 C 0.02402 1.14784 0.66115  C4 1.459, C6 1.834, F12 1.389, H15 1.104
2 H 0.84796 0.66588 -1.86008  C10 1.173
3 H -0.09742 -0.83881 -1.25871  C10 1.174
4 C 1.09354 0.25327 0.23122  C1 1.459, C10 1.524, C14 1.358
5 H -3.31093 -0.61735 0.68928  C8 1.125
6 C -1.37203 -0.00308 0.95832  C1 1.834, C8 1.302, H11 1.048
7 H 1.78030 -0.88753 -1.36771  C10 1.050
8 C -2.55472 0.17897 0.44622  H5 1.125, C6 1.302, H9 1.072
9 H -2.67512 0.89993 -0.33786  C8 1.072
10 C 0.93716 -0.28905 -1.18475  H2 1.173, H3 1.174, C4 1.524, H7 1.050
11 H -1.04812 -0.85236 1.47946  C6 1.048
12 F 0.30620 1.61048 1.93957  C1 1.389
13 H 2.80112 -0.82662 0.52093  C14 1.057
14 C 2.17393 -0.10469 0.97159  C4 1.358, H13 1.057, H16 1.087
15 H -0.31736 1.78255 -0.17535  C1 1.104
16 H 2.15243 0.49535 1.87818  C14 1.087

This record from the OMol25 dataset describes 3 unconnected molecules or ions with the total composition C6H9F2NO2 in a non-equilibrium geometry. The level of theory is the ωB97M-V functional and the def2-TZVPD basis.

Summary:
Relative energy (zero: lowest compared OMol25 entry of this formula, charge and spin)   394.8 kJ/mol
DFT total energy   -17384.918 eV
HOMO   -8.696 eV
E_LUMO   0.1 eV
Orbital gap   8.77 eV
Multiplicity   1

Each atom is followed by the atoms it is bonded to, with distances in Å.
Positions of all 20 atoms, in Å:
1 H -0.74517 -2.54332 -0.64665  C7 1.129
2 O -2.53710 2.27626 3.36202  C17 1.134
3 C 1.61665 -0.04187 -0.75289  H4 1.046, H8 1.081, N10 1.486, C15 1.617
4 H 2.57481 -0.46162 -0.77459  C3 1.046
5 F -0.71784 1.93742 -1.61147  C18 1.339
6 H -0.52922 -1.12881 1.60677  C13 1.129
7 C 0.18047 -1.95687 -0.37415  H1 1.129, C13 1.523, C15 1.547, H16 1.204
8 H 1.53359 0.86242 -1.34026  C3 1.081
9 H -0.89758 -0.21024 0.09382  C13 1.078
10 N 0.93904 0.16677 0.55262  C3 1.486, C13 1.479, H14 1.003
11 H 1.30079 -1.65394 -2.31808  C15 1.080
12 O -0.42178 2.93129 2.69933  C17 1.179
13 C -0.15919 -0.82385 0.58455  H6 1.129, C7 1.523, H9 1.078, N10 1.479
14 H 1.53668 0.16465 1.35768  N10 1.003
15 C 0.73600 -1.13267 -1.55955  C3 1.617, C7 1.547, H11 1.080, H20 1.123
16 H 1.09397 -2.65940 -0.02542  C7 1.204
17 C -1.51877 2.62212 3.00166  O2 1.134, O12 1.179
18 C -1.46582 0.90404 -1.20333  F5 1.339, F19 1.300
19 F -2.45366 1.36701 -0.49647  C18 1.300
20 H -0.06586 -0.61938 -2.15559  C15 1.123

This record from the OMol25 dataset describes C6H9F3O3S in the gas phase in a non-equilibrium geometry. The level of theory is the ωB97M-V functional and the def2-TZVPD basis.

Summary:
Relative energy (zero: lowest compared OMol25 entry of this formula, charge and spin)   217.9 kJ/mol
DFT total energy   -31494.740 eV
HOMO (spin up / spin down)   -9.631 / -9.631 eV
E_LUMO (spin up / spin down)   -0.8 / -0.8 eV
Orbital gap (spin up / spin down)   8.86 / 8.86 eV
Multiplicity   1

Each atom is followed by the atoms it is bonded to, with distances in Å.
Positions of all 22 atoms, in Å:
1 H -0.01059 -0.83863 2.91229  C21 1.029
2 C -1.87633 -1.81196 1.00222  F5 1.364, F12 1.347, C13 1.485, F22 1.356
3 O 0.34911 -3.78604 0.13356  S8 1.428
4 H 0.64311 1.10395 0.36533  C14 1.197
5 F -2.68798 -0.97466 1.71030  C2 1.364
6 H -1.35572 -1.29423 -2.10161  C11 1.079
7 O 2.10013 -2.24128 0.84662  S8 1.428
8 S 0.78880 -2.44000 0.31805  O3 1.428, O7 1.428, C13 1.808, O15 1.719
9 C 0.27176 -0.47436 -1.15890  C11 1.485, C14 1.493, O15 1.350
10 H -1.60403 0.41425 -1.75868  C11 1.038
11 C -0.91547 -0.31143 -2.03563  H6 1.079, C9 1.485, H10 1.038, H17 1.125
12 F -2.63693 -2.09717 -0.07248  C2 1.347
13 C -0.50719 -1.27427 0.79801  C2 1.485, S8 1.808, C21 1.534
14 C 0.97435 0.77375 -0.73651  H4 1.197, C9 1.493, H16 1.079, H20 1.146
15 O 0.85653 -1.68919 -1.22639  S8 1.719, C9 1.350
16 H 0.66697 1.50921 -1.46411  C14 1.079
17 H -0.52249 -0.06745 -3.06087  C11 1.125
18 H 1.00460 -0.04818 1.94584  C21 1.117
19 H -0.85471 0.41466 2.11626  C21 1.156
20 H 2.09854 0.57139 -0.64294  C14 1.146
21 C -0.05305 -0.40659 1.97920  H1 1.029, C13 1.534, H18 1.117, H19 1.156
22 F -1.97037 -2.88496 1.82630  C2 1.356

Question: Which of these has the lowest relative energy (zero: lowest compared OMol25 entry of this formula, charge and spin)?
Answer: C6H9F3O3S